(1)
Computed, not measured: a gas-phase ion, C6H13N2 (charge +1) at a distorted geometry, with wB97M-V/def2-TZVPD.

XYZ file:
```
21
Properties=species:S:1:pos:R:3:forces:R:3
C 2.3246 -0.2429 -0.7541 2.25 2.12 2.84
C 1.0918 -0.4066 -0.0459 -3.31 1.70 -1.07
N 0.1629 0.5871 0.1022 1.32 -1.71 -0.14
C 0.2974 1.9559 -0.3763 0.92 1.21 2.23
C -1.0577 0.0264 0.7247 -1.07 -0.06 -1.65
C -2.2170 -0.0133 -0.3902 0.95 -2.87 0.91
C -0.6324 -1.3850 1.1020 -1.27 -0.57 -3.71
N 0.6011 -1.5508 0.3159 0.09 -1.90 0.97
H 2.1365 0.1171 -1.7570 0.69 -0.46 -0.34
H 3.0888 -0.9494 -0.3790 -0.54 -0.47 -1.55
H 2.7660 0.6184 -0.1271 -0.45 -0.38 -1.37
H -0.3753 2.5319 0.3154 0.55 -0.17 -1.05
H 0.1585 2.2622 -1.4353 -0.23 -0.97 0.57
H 1.3372 2.2376 -0.0507 -0.94 0.20 -0.61
H -1.2450 0.4960 1.7054 -0.55 0.56 -0.94
H -1.8667 -0.4492 -1.3811 0.10 0.89 1.22
H -2.7158 0.8891 -0.5136 -0.64 1.77 -0.39
H -2.9963 -0.7657 -0.1013 0.58 0.73 0.18
H -0.4951 -1.4259 2.0943 1.16 -0.44 3.59
H -1.4448 -2.1067 0.8743 0.82 0.23 -0.23
H 1.0813 -2.4261 0.0774 -0.43 0.59 0.55
```
Forces are in eV/Å.

Output
Electronic energy ... -345.6651 Ha
SMILES ... CC1=[N+](C)[C@@H](C)CN1
Molar mass ... 113.18 g/mol
Orbital gap ... 0.396 Ha
Charge ... +1
HOMO level ... -13.770 eV



(2)
Computed, not measured: a molecular structure, F4FePt at a distorted geometry, with wB97M-V/def2-TZVPD.

XYZ file:
```
6
Properties=species:S:1:pos:R:3:forces:R:3
Fe -0.7655 0.7095 0.8103 -2.72 -4.08 7.29
Pt 0.3275 -1.6033 -0.9070 1.51 -15.33 -7.08
F -1.9032 0.5355 -0.3280 -5.36 -0.74 -3.26
F 0.2832 -0.1587 -0.1688 3.09 11.97 4.79
F -0.0887 2.0392 0.3589 3.98 8.65 -1.36
F 2.1466 -1.5221 0.2346 -0.50 -0.47 -0.38
```
Forces are in eV/Å.

Output
Electronic energy ... -1782.1529 Ha
Molar mass ... 326.91 g/mol
<S²> ... 12.0164
Orbital gap (alpha / beta) ... 0.234 / 0.233 Ha
Spin multiplicity ... 7
HOMO level (alpha / beta) ... -8.253 / -9.282 eV



(3)
Computed, not measured: a single C2H2Br2O3 molecule at a distorted geometry, with wB97M-V/def2-TZVPD.

XYZ file:
```
9
Properties=species:S:1:pos:R:3:forces:R:3
C 0.2694 0.7141 -0.4028 3.15 -0.33 2.51
C -0.9429 -0.5243 0.3733 -0.58 -1.22 1.86
O -0.5662 0.8243 0.6570 -0.49 -0.11 1.11
O -0.0485 -0.5716 -0.6652 0.20 -0.70 -2.35
O 1.8645 0.6329 0.3325 -4.15 2.81 -0.68
Br -2.7955 -0.5034 -0.1209 -0.34 -0.27 -0.18
Br 2.8020 -0.6978 -0.1867 1.58 -2.12 -0.91
H 0.2240 1.5380 -1.0961 0.67 -0.07 -0.52
H -0.8069 -1.4123 1.1088 -0.04 2.00 -0.84
```
Forces are in eV/Å.

Output
Electronic energy ... -5451.0156 Ha
Molar mass ... 233.84 g/mol
Orbital gap ... 0.354 Ha
HOMO level ... -9.288 eV



(4)
Computed, not measured: 2 unconnected molecules or ions with the total composition C5H13NO at a distorted geometry, with wB97M-V/def2-TZVPD.

XYZ file:
```
20
Properties=species:S:1:pos:R:3:forces:R:3
C -1.9420 0.4757 1.6321 0.30 0.57 1.60
C -1.1639 0.9840 0.6715 -1.68 -0.36 -0.37
C -1.4554 0.6504 -0.7979 -0.21 0.92 0.53
C -0.7632 -0.6028 -1.3344 0.96 -1.06 1.00
C 0.6009 -0.9207 -0.6650 1.10 1.26 0.53
N 1.5814 0.2091 -0.4183 -0.96 0.53 -1.68
H -1.6332 0.5227 2.6852 0.01 0.74 -0.34
H -2.9790 0.1601 1.6228 0.25 -1.04 -1.07
H -0.5712 1.8471 0.9701 1.03 -0.76 -0.13
H -2.5491 0.5205 -0.8065 0.32 0.08 -0.53
H -1.1698 1.5101 -1.3927 -0.19 0.22 -0.30
H -0.5004 -0.6808 -2.3905 -0.72 0.84 -0.25
H -1.4286 -1.4566 -1.1410 0.27 0.03 -0.01
H 1.1764 -1.5619 -1.3393 -0.33 -0.57 0.59
H 0.5367 -1.2569 0.3700 -0.55 -0.96 -0.39
H 1.8153 0.6353 -1.3182 0.19 -0.24 0.01
H 1.0818 0.9742 0.0200 0.05 -0.08 0.45
O 3.4713 -0.7651 1.4033 0.89 0.01 -0.45
H 3.3109 -0.4189 0.5073 -0.06 -0.05 0.37
H 2.5811 -0.8256 1.7216 -0.66 -0.08 0.42
```
Forces are in eV/Å.

Output
Electronic energy ... -328.2288 Ha
SMILES ... C=CCCCN.O
Molar mass ... 103.16 g/mol
Orbital gap ... 0.380 Ha
HOMO level ... -9.486 eV